Entry 1:
The following is a DFT calculation (the ωB97M-V functional and the def2-TZVPD basis) of a structure of composition C33H43IrN3OP2 in a non-equilibrium geometry.

The geometry in XYZ format:
```
83
Properties=species:S:1:pos:R:3:forces:R:3
Ir -0.375 0.084 0.560 -0.767 0.163 0.423
C -1.613 -4.736 -0.896 -0.105 0.082 0.160
C -1.181 -3.739 0.175 0.110 0.286 -0.013
C 0.309 -3.903 0.453 -0.135 0.109 0.105
P -1.608 -1.965 -0.248 -0.248 -0.537 0.019
C -3.467 -2.021 -0.382 0.293 0.277 -0.014
C -4.065 -2.438 0.959 0.141 -0.140 -0.093
C -3.982 -0.642 -0.786 0.098 -0.034 -0.096
C -1.004 -1.723 -1.953 0.195 0.237 0.452
C -1.766 -1.849 -3.103 0.060 -0.065 -0.140
C -1.236 -1.497 -4.332 -0.049 -0.002 0.032
C 0.062 -1.009 -4.416 0.023 -0.036 -0.025
C 0.843 -0.882 -3.284 0.132 -0.001 0.178
C 0.324 -1.231 -2.030 -0.662 -0.254 -0.947
N 0.964 -1.028 -0.829 -0.224 0.622 0.759
C 2.180 -1.501 -0.487 0.983 -0.446 0.131
C 2.993 -2.245 -1.369 -0.164 0.096 -0.142
C 4.221 -2.725 -0.974 0.095 0.032 0.028
C 4.670 -2.525 0.326 -0.005 -0.029 -0.065
C 3.864 -1.853 1.231 -0.169 0.089 -0.007
C 2.637 -1.331 0.852 -0.280 0.126 0.062
P 1.579 -0.363 1.987 -0.005 -0.029 0.046
C 2.797 0.919 2.638 -0.325 0.020 -0.152
C 2.069 2.253 2.791 0.035 -0.116 -0.165
C 3.568 0.569 3.906 0.011 -0.118 -0.180
C 0.905 -1.459 3.352 0.050 0.102 -0.212
C 0.170 -0.574 4.358 -0.036 0.130 -0.165
C 1.863 -2.443 4.002 -0.050 0.063 -0.156
H -1.323 -5.739 -0.584 0.012 -0.097 -0.005
H -1.110 -4.521 -1.838 0.019 -0.005 -0.095
H -2.686 -4.745 -1.067 -0.104 0.026 -0.026
H -1.728 -3.924 1.106 0.003 0.036 -0.064
H 0.869 -3.921 -0.480 0.110 0.005 -0.077
H 0.493 -4.842 0.973 0.015 -0.105 -0.001
H 0.691 -3.091 1.068 0.065 -0.077 0.035
H -3.743 -2.753 -1.151 0.130 0.046 0.086
H -3.637 -1.842 1.764 -0.005 0.062 0.110
H -3.889 -3.491 1.163 -0.002 -0.102 0.113
H -5.142 -2.283 0.951 -0.085 0.045 -0.016
H -3.874 0.055 0.041 0.018 0.111 0.104
H -5.036 -0.702 -1.052 -0.067 0.024 0.005
H -3.437 -0.245 -1.641 -0.041 0.110 -0.092
H -2.780 -2.216 -3.043 -0.065 -0.025 0.002
H -1.840 -1.584 -5.223 -0.027 -0.030 -0.081
H 0.458 -0.721 -5.378 0.066 0.047 -0.022
H 1.836 -0.461 -3.351 0.086 0.012 -0.010
H 2.639 -2.443 -2.369 -0.001 -0.018 -0.079
H 4.846 -3.257 -1.677 -0.030 -0.077 -0.070
H 5.636 -2.894 0.635 0.070 -0.066 0.017
H 4.209 -1.739 2.248 0.005 0.048 0.066
H 3.513 1.009 1.811 -0.138 -0.045 0.054
H 1.305 2.199 3.563 -0.103 0.030 0.085
H 1.598 2.526 1.851 -0.104 0.126 0.037
H 2.773 3.039 3.055 0.099 0.062 0.098
H 2.913 0.511 4.769 -0.039 -0.053 0.107
H 4.299 1.353 4.100 0.029 0.066 0.006
H 4.113 -0.366 3.808 0.053 -0.076 0.122
H 0.129 -2.034 2.828 0.160 0.111 -0.041
H 0.851 0.041 4.939 0.104 0.063 0.068
H -0.388 -1.192 5.059 -0.041 -0.078 0.014
H -0.535 0.072 3.834 -0.086 0.035 0.126
H 2.589 -1.946 4.634 0.159 0.073 0.092
H 2.383 -3.034 3.253 0.101 -0.143 -0.004
H 1.289 -3.121 4.630 -0.030 -0.104 0.085
O -2.005 0.478 2.033 1.235 -1.481 -1.059
C -2.749 1.468 2.332 -0.951 1.617 0.507
C -3.924 1.201 3.091 0.406 0.008 -0.306
C -4.763 2.196 3.504 0.146 0.181 -0.047
C -4.469 3.523 3.189 0.010 0.240 -0.064
C -3.355 3.827 2.435 -0.233 -0.107 0.133
C -2.485 2.835 1.970 -0.354 -0.857 0.501
C -1.352 3.172 1.146 -0.005 -0.101 0.040
N -0.579 2.331 0.460 -0.061 -0.442 0.297
C 0.327 3.083 -0.222 0.281 0.815 -0.254
C 0.123 4.402 0.051 0.458 -0.352 -0.448
N -0.933 4.445 0.911 -0.266 -0.297 0.186
H -4.120 0.166 3.321 -0.010 -0.144 0.075
H -5.642 1.953 4.080 -0.138 0.012 0.075
H -5.123 4.311 3.521 -0.074 0.149 0.040
H -3.174 4.867 2.202 -0.005 0.082 -0.071
H 1.064 2.631 -0.857 0.161 -0.015 -0.108
H 0.636 5.280 -0.282 0.057 0.165 -0.071
H -1.336 5.280 1.303 0.005 -0.136 0.002
```
Positions in Å, forces in eV/Å.

Calculated values
- E: -62847.1591 eV
- Spin multiplicity: 5
- Total charge: +1
- M: 751.89 g/mol
- Largest force on an atom: 2.2 eV/Å
- Frontier orbital gap (spin up / spin down): 7.3782 / 4.6525 eV
- E_HOMO (spin up / spin down): -0.3421 / -0.3536 hartree

---

Entry 2:
The following is a DFT calculation (the ωB97M-V functional and the def2-TZVPD basis) of the molecule C33H43N5O6.

The geometry in XYZ format:
```
87
Properties=species:S:1:pos:R:3:forces:R:3
C 5.672 2.406 -3.338 -0.332 -0.284 -0.171
H 6.279 2.456 -4.238 0.080 0.041 -0.095
H 6.117 1.681 -2.661 0.057 -0.057 0.099
H 5.666 3.381 -2.859 -0.013 0.113 0.053
C 4.244 1.989 -3.690 -0.107 0.564 0.308
C 3.630 2.980 -4.679 -0.004 -0.314 0.036
H 2.623 2.670 -4.944 -0.033 0.070 -0.011
H 4.232 3.025 -5.583 0.075 0.051 -0.087
H 3.592 3.968 -4.229 0.045 0.124 0.056
C 3.394 1.870 -2.424 0.087 -0.167 -0.302
H 3.327 2.837 -1.936 0.003 0.127 0.082
H 3.850 1.161 -1.736 0.067 -0.050 0.107
H 2.391 1.529 -2.667 -0.062 0.029 0.042
O 4.399 0.683 -4.298 0.167 -0.027 -0.013
C 3.326 0.011 -4.748 0.292 -0.199 -0.168
O 2.185 0.413 -4.780 -0.309 0.254 0.085
N 3.714 -1.207 -5.199 0.322 -0.144 -0.037
H 4.676 -1.466 -5.045 -0.049 0.108 0.021
C 2.764 -2.251 -5.501 -0.172 -0.203 0.040
H 3.079 -2.763 -6.415 -0.118 0.068 0.037
H 1.810 -1.757 -5.691 0.074 -0.076 -0.085
C 2.627 -3.275 -4.366 0.055 0.279 0.065
C 2.310 -2.645 -3.008 -0.206 -0.081 -0.239
C 0.968 -1.916 -2.989 0.237 0.020 0.219
H 0.155 -2.602 -3.237 -0.100 -0.013 -0.027
H 0.981 -1.115 -3.730 -0.079 -0.052 0.018
C 0.681 -1.278 -1.632 -0.283 0.367 0.027
N 0.378 -2.269 -0.629 0.049 -0.028 -0.236
C -0.122 -1.898 0.557 0.243 -0.136 -0.144
O -0.230 -0.715 0.879 0.014 0.214 -0.023
C -0.487 -3.028 1.419 -0.395 -0.338 0.814
C -1.055 -3.066 2.684 0.182 0.007 -0.454
N -1.179 -4.392 2.978 -0.031 0.256 0.092
C -0.702 -5.092 1.930 0.018 -0.112 -0.037
N -0.280 -4.307 0.980 0.131 -0.051 -0.311
H -0.675 -6.163 1.891 -0.041 -0.221 0.090
H -1.581 -4.714 3.847 0.013 0.011 -0.040
C -1.555 -2.090 3.683 0.049 0.132 -0.019
O -2.072 -2.497 4.715 -0.084 -0.151 0.100
N -1.384 -0.810 3.345 0.052 0.273 -0.051
C -1.888 0.285 4.139 -0.130 0.055 0.244
C -3.128 0.915 3.531 -0.172 -0.159 0.028
C -3.414 0.817 2.176 0.020 -0.027 0.106
C -4.538 1.434 1.655 -0.046 0.052 -0.084
C -5.382 2.160 2.477 -0.077 0.045 -0.069
C -5.098 2.267 3.828 -0.027 0.050 0.078
C -3.978 1.648 4.350 0.022 -0.035 -0.054
H -3.759 1.730 5.405 0.026 0.007 0.131
H -5.753 2.830 4.476 -0.053 0.037 0.051
H -6.259 2.640 2.067 -0.067 0.030 -0.032
H -4.755 1.345 0.601 -0.015 -0.009 -0.105
H -2.768 0.252 1.521 0.088 -0.100 -0.096
C -0.843 1.370 4.289 0.120 -0.073 0.172
C -0.205 1.890 3.169 0.030 0.006 0.108
C 0.723 2.907 3.305 0.010 0.003 -0.114
C 1.017 3.421 4.557 0.056 0.071 0.073
C 0.382 2.910 5.675 0.055 0.093 0.056
C -0.542 1.888 5.541 -0.039 -0.084 -0.069
H -1.030 1.487 6.418 -0.058 -0.064 0.079
H 0.609 3.304 6.655 0.019 0.028 0.074
H 1.739 4.218 4.660 0.053 0.054 0.005
H 1.218 3.301 2.430 0.039 0.026 -0.077
H -0.425 1.496 2.189 -0.031 -0.040 -0.180
H -2.144 -0.128 5.122 0.065 0.133 -0.176
H -0.932 -0.597 2.451 0.019 -0.196 0.032
H 0.338 -3.251 -0.863 0.006 0.029 0.054
C -0.527 -0.338 -1.791 0.221 -0.717 0.138
O -1.661 -0.738 -1.812 -0.108 0.072 -0.080
O -0.109 0.900 -1.958 0.290 0.496 -0.078
C -1.039 1.980 -2.245 -0.467 0.410 -0.176
C -1.737 1.705 -3.576 0.143 -0.150 0.228
H -0.993 1.519 -4.349 0.067 0.026 -0.108
H -2.383 0.835 -3.493 -0.059 -0.007 -0.027
H -2.337 2.565 -3.861 -0.048 0.124 -0.034
C -0.153 3.220 -2.352 -0.116 -0.444 0.057
H -0.765 4.098 -2.533 -0.086 0.086 -0.019
H 0.551 3.103 -3.171 0.110 0.017 -0.117
H 0.404 3.358 -1.429 0.073 0.057 0.122
C -2.041 2.128 -1.103 0.200 -0.218 -0.115
H -1.516 2.259 -0.160 0.039 0.058 0.132
H -2.674 2.993 -1.278 -0.040 0.134 -0.027
H -2.664 1.241 -1.033 -0.069 -0.003 0.030
H 1.533 -0.671 -1.304 -0.093 -0.062 -0.099
H 3.099 -1.936 -2.748 0.053 -0.011 0.106
H 2.314 -3.431 -2.250 0.090 0.010 0.058
H 3.562 -3.834 -4.280 -0.013 -0.095 -0.040
H 1.840 -3.980 -4.638 0.005 -0.122 -0.028
```
Positions in Å, forces in eV/Å.

Calculated values
- E: -54658.9434 eV
- Spin multiplicity: 1
- M: 605.74 g/mol
- Largest force on an atom: 1.0 eV/Å
- Frontier orbital gap: 9.3188 eV
- E_HOMO: -0.3186 hartree